Entry 1:
One molecule with the formula C3H6BrF2N. Source: the Open Molecules 2025 dataset; level of theory: ωB97M-V with the def2-TZVPD basis set.

The value obtained for the orbital gap is 9.8 eV. Its energy is -2946.34776 Ha. For the strongest force on any atom, the calculation gives 4.13 eV Å⁻¹. For the LUMO energy, the calculation gives 0.21 eV. The value obtained for the energy above the lowest of the compared OMol25 structures with the same formula, charge and spin is 39.6 kcal per mole.

ORCA input file:
```
! RIJCOSX wB97M-V def2-TZVPD def2/J DEFGRID3
* xyz 0 1
C 1.3144 -0.0930 1.0779
C 0.8917 0.0165 -0.3795
C -0.5877 0.4815 -0.5174
N -1.6229 -0.7942 -0.1925
F -0.9781 1.4361 0.3142
F -0.9087 0.8211 -1.8403
Br -3.4404 -0.2306 0.1405
H 1.3739 1.0023 1.5083
H 2.4632 -0.4615 1.1925
H 0.7314 -0.7859 1.6043
H 0.9008 -0.8946 -0.9732
H 1.5439 0.8087 -0.7616
H -1.6816 -1.3064 -1.1731
*
```

Formally, the Löwdin partial charges of the atoms, in units of the elementary charge, are as follows: atom 1 (C): -0.113, atom 2 (C): -0.173, atom 3 (C): -0.552, atom 4 (N): -0.397, atom 5 (F): 0.066, atom 6 (F): 0.017, atom 7 (Br): 0.569, atom 8 (H): 0.114, atom 9 (H): 0.123, atom 10 (H): 0.039, atom 11 (H): 0.114, atom 12 (H): 0.119, atom 13 (H): 0.075

---

Entry 2:
C3H6BrI as an isolated structure. Source: the Open Molecules 2025 dataset; level of theory: ωB97M-V with the def2-TZVPD basis set.

The value obtained for the orbital gap is 9.1 eV. Its energy is -2989.49275 Ha. For the strongest force on any atom, the calculation gives 5.66 eV Å⁻¹. For the LUMO energy, the calculation gives 0.39 eV. The value obtained for the energy above the lowest of the compared OMol25 structures with the same formula, charge and spin is 76.9 kcal per mole.

ORCA input file:
```
! RIJCOSX wB97M-V def2-TZVPD def2/J DEFGRID3
* xyz 0 1
C -0.4911 0.7868 -0.6560
C 0.8636 -1.0966 1.3948
C 0.9055 0.2461 -0.4168
Br 2.6619 -1.3268 1.8702
I 2.6179 1.5534 -0.1101
H -0.9139 1.1079 0.2546
H -0.6172 1.6367 -1.2126
H -1.0863 0.0987 -1.0869
H 0.2929 -0.2973 2.0290
H 0.4853 -2.0121 1.0775
H 1.2786 -0.3641 -1.1249
*
```

Formally, the Löwdin partial charges of the atoms, in units of the elementary charge, are as follows: atom 1 (C): -0.174, atom 2 (C): -0.563, atom 3 (C): -0.630, atom 4 (Br): 0.545, atom 5 (I): 0.692, atom 6 (H): 0.058, atom 7 (H): 0.042, atom 8 (H): 0.040, atom 9 (H): 0.064, atom 10 (H): -0.030, atom 11 (H): -0.045

---

Entry 3:
A 2-piece molecular cluster, C3H6BrN2O overall. Source: the Open Molecules 2025 dataset; level of theory: ωB97M-V with the def2-TZVPD basis set.

The value obtained for the orbital gap (alpha / beta) is 8.1 / 8.1 eV. Its energy is -2876.26664 Ha. For the strongest force on any atom, the calculation gives 3.22 eV Å⁻¹. For the LUMO energy (alpha / beta), the calculation gives -5.40 / -5.40 eV. The value obtained for the energy above the lowest of the compared OMol25 structures with the same formula, charge and spin is 52.5 kcal per mole.

ORCA input file:
```
! RIJCOSX wB97M-V def2-TZVPD def2/J DEFGRID3
* xyz 1 1
C -0.4523 2.1627 1.6617
C 1.3022 -1.2787 -0.6534
C -1.1717 -0.3680 -0.5656
N 0.6252 0.7559 0.3189
N 0.2450 -0.2191 -0.2330
O -1.5929 2.1133 1.7823
Br 1.0831 3.0397 1.7658
H 1.9392 -1.6646 0.1777
H 1.8493 -0.9766 -1.4889
H 0.6850 -2.1199 -1.0259
H -1.2547 -0.9489 -1.4352
H -1.7301 0.5395 -0.5103
H -1.5273 -1.0354 0.2059
*
```

Formally, the Löwdin partial charges of the atoms, in units of the elementary charge, are as follows: atom 1 (C): -0.685, atom 2 (C): 0.054, atom 3 (C): 0.020, atom 4 (N): 0.073, atom 5 (N): -0.266, atom 6 (O): 0.182, atom 7 (Br): 1.052, atom 8 (H): 0.116, atom 9 (H): 0.071, atom 10 (H): 0.095, atom 11 (H): 0.084, atom 12 (H): 0.091, atom 13 (H): 0.112